Density functional theory data (ωB97M-V/def2-TZVPD) for a molecular structure, C18H18F2IrN7O2S2.

Each line ends with the Löwdin charge.
Element x y z (Å)
Ir -0.119275 -0.898463 -0.043822  1.05
O 1.081140 2.554498 -0.218760  0.05
C 1.178439 1.562195 0.490104  -0.60
O 1.487615 0.379055 0.012088  -0.23
C 1.083501 1.672665 1.985040  -0.17
C 1.959351 2.566090 2.598189  -0.03
C 1.992235 2.701538 3.974578  -0.08
C 1.126935 1.943778 4.752882  -0.08
C 0.237112 1.069809 4.153301  -0.13
C 0.192920 0.922485 2.765307  -0.56
S -1.059702 -0.149266 2.108817  0.65
H 2.619358 3.154593 1.973475  0.12
H 2.684743 3.392175 4.436370  0.11
H 1.138946 2.038536 5.830957  0.11
H -0.450529 0.493283 4.758975  0.10
N -2.251808 -4.359911 0.520012  0.13
C -3.226787 -3.819157 -0.285554  -0.05
C -2.765927 -2.602831 -0.683340  -0.08
N -1.527153 -2.395799 -0.131443  -0.10
C -1.242571 -3.470317 0.593052  -0.25
C 0.030804 -3.445360 1.264915  -0.26
N 0.756459 -2.363552 1.038587  -0.10
C 1.891606 -2.454591 1.798219  -0.06
C 1.850421 -3.630141 2.483085  -0.04
N 0.669264 -4.248936 2.137741  0.14
H -2.298919 -5.256443 0.972158  0.17
H -4.142769 -4.338929 -0.499100  0.12
H -3.234454 -1.871292 -1.316643  0.12
H 2.632599 -1.674920 1.795675  0.13
H 2.544605 -4.076323 3.171474  0.13
H 0.345896 -5.129714 2.497981  0.17
C 0.081821 2.312184 -5.360717  -0.06
C 0.470127 2.919994 -4.007867  -0.20
C -0.214263 2.252805 -2.859288  -0.46
N -0.026111 1.054650 -2.376008  -0.01
N -0.830917 0.656919 -1.324957  -0.06
C -1.644196 1.642711 -0.999964  -0.63
N -2.500168 1.598914 0.009756  0.12
S -1.470650 3.034949 -2.027566  1.25
H 0.542403 2.895039 -6.155643  0.09
H -0.998138 2.334730 -5.506177  0.09
H 0.423874 1.283707 -5.450999  0.07
H 0.186093 3.972027 -3.974813  0.12
H 1.544997 2.875473 -3.846335  0.13
H -2.214013 0.992232 0.816086  -0.04
H -2.993446 2.445071 0.246616  0.12
F 1.948259 0.674081 -3.464038  0.14
C 0.936923 0.048236 -2.863325  -0.35
F 0.300732 -0.709986 -3.773035  0.12
H 1.272619 -0.548494 -2.016042  0.11

Cartesian forces, eV/Å:
Ir -0.06 0.00 0.01
O -0.08 0.02 0.04
C 0.40 0.10 0.15
O 0.01 0.00 -0.06
C -0.18 -0.06 0.01
C -0.01 0.03 0.00
C -0.01 -0.02 0.00
C 0.00 0.00 -0.01
C 0.00 0.00 0.00
C 0.02 0.02 0.00
S 0.01 0.04 0.02
H 0.00 0.00 0.00
H 0.00 0.00 0.00
H 0.00 0.00 0.00
H 0.00 0.00 0.00
N 0.00 -0.01 0.01
C -0.01 0.00 0.00
C 0.00 0.01 0.03
N -0.04 0.02 -0.07
C 0.02 0.00 -0.01
C -0.02 -0.01 0.01
N 0.01 0.04 0.01
C 0.00 -0.02 0.00
C 0.00 -0.01 -0.01
N 0.00 0.00 0.00
H 0.00 0.00 0.00
H 0.00 0.00 0.00
H 0.00 0.00 0.00
H 0.00 0.00 0.00
H 0.00 0.00 0.00
H 0.00 0.00 0.00
C 0.00 0.00 0.00
C -0.01 0.00 -0.01
C 0.02 -0.03 -0.01
N -0.06 -0.03 -0.08
N -0.01 -0.03 0.02
C 0.00 -0.01 -0.05
N -0.01 -0.01 0.04
S 0.00 0.01 0.01
H 0.00 0.00 0.00
H 0.00 0.01 0.00
H -0.01 0.01 0.00
H -0.01 0.00 0.00
H -0.01 0.01 0.02
H 0.00 -0.03 0.00
H -0.01 0.00 -0.01
F 0.01 0.00 0.00
C 0.00 -0.07 0.00
F -0.01 0.01 -0.02
H 0.02 0.04 -0.03

total charge = +1
lowest unoccupied orbital energy (alpha / beta) = -3.10 / -3.11 eV
relative energy (zero: lowest compared OMol25 entry of this formula, charge and spin) = 23.4 kcal/mol
HOMO-LUMO gap (alpha / beta) = 5.93 / 6.62 eV
multiplicity = 2
total energy = -2330.7803 hartree
HOMO energy (alpha / beta) = -9.026 / -9.733 eV

---

Density functional theory data (ωB97M-V/def2-TZVPD) for a molecular structure, C28H15Cl5I2N2OReSSi.

Each line ends with the Löwdin charge.
Element x y z (Å)
Re -0.000862 -0.012668 -0.021677  1.10
Cl -0.048324 -1.744368 1.625782  0.81
C -1.636898 -1.973894 0.980226  -0.68
C -1.906759 -0.962404 0.062092  -0.37
C -3.158072 -0.995291 -0.535811  -0.68
Cl -3.582457 0.237165 -1.649928  0.74
C -4.077639 -2.001071 -0.224963  -0.69
Cl -5.620689 -2.011501 -0.973468  0.71
C -3.755957 -2.994812 0.700963  -0.70
Cl -4.891102 -4.220738 1.072317  0.71
C -2.508917 -2.980335 1.335635  -0.70
Cl -2.093629 -4.145549 2.523910  0.72
I 2.052525 -3.621285 -3.306858  0.92
C 1.328584 -1.697100 -3.736153  -0.62
C 1.409310 -1.167581 -5.012835  -0.22
C 0.928715 0.095642 -5.275014  -0.64
I 1.106209 0.824961 -7.249600  0.91
C 0.352493 0.890065 -4.261355  -0.20
C -0.166466 2.184868 -4.437986  -0.01
C -0.682095 2.852801 -3.356447  -0.02
C -0.682439 2.252792 -2.096640  -0.11
N -0.198991 1.036488 -1.881976  -0.06
C 0.292718 0.346827 -2.951461  -0.14
C 0.773995 -0.978188 -2.667481  -0.48
O 0.681018 -1.431217 -1.487526  -0.28
H 1.861609 -1.753077 -5.798782  0.08
H -0.158229 2.643595 -5.415559  0.07
H -1.072588 3.851390 -3.473012  0.12
H -1.064811 2.782539 -1.236791  0.08
S 2.383320 0.570461 0.045566  0.59
C 2.705261 1.894263 0.980472  -0.86
N 3.000930 2.802441 1.622696  0.10
C 1.235783 2.206783 5.734208  -0.09
C 1.785020 1.301730 4.842125  -0.08
C 1.201199 1.105978 3.602210  -0.16
C 0.080466 1.830823 3.219931  -0.33
C -0.464735 2.733191 4.130005  -0.11
C 0.101206 2.915439 5.377059  -0.09
Si -0.761920 1.751834 1.502629  0.58
C -2.608601 1.365954 1.846352  -0.35
C -3.613785 2.066354 1.192605  -0.15
C -4.945767 1.747185 1.382977  -0.09
C -5.293433 0.695924 2.215059  -0.08
C -4.302557 0.001856 2.892263  -0.08
C -2.974733 0.341194 2.713647  -0.12
H 1.690811 2.354725 6.701966  0.10
H 2.674686 0.753283 5.110598  0.10
H 1.638542 0.382871 2.925086  0.05
H -1.344208 3.293752 3.851309  0.10
H -0.340863 3.618556 6.066308  0.10
H -0.762248 3.167348 1.029765  -0.01
H -3.345504 2.876403 0.531260  0.09
H -5.705427 2.323135 0.876866  0.10
H -6.328878 0.418010 2.339923  0.10
H -4.565269 -0.800155 3.565864  0.11
H -2.210047 -0.195705 3.260415  0.10

Cartesian forces, eV/Å:
Re 0.51 -0.09 -2.24
Cl 0.85 -0.65 1.18
C -1.27 0.21 -0.82
C 0.23 -0.51 0.15
C 0.24 -0.05 0.22
Cl 0.00 0.16 -0.31
C 0.02 0.13 -0.01
Cl -0.03 0.01 -0.02
C 0.16 0.14 0.02
Cl 0.01 -0.06 0.09
C 0.01 -0.07 0.10
Cl 0.11 0.03 -0.01
I -0.13 0.37 -0.16
C -0.16 -0.29 1.15
C -0.11 0.54 -0.38
C 0.19 -0.11 -0.61
I -0.05 -0.13 0.35
C 0.00 -0.19 0.26
C -0.12 0.09 0.37
C 0.09 -0.08 -0.29
C 0.04 -0.03 0.41
N -0.23 0.27 0.17
C 0.46 -0.71 -0.46
C 0.30 0.56 -2.27
O -0.32 -0.06 2.30
H -0.01 -0.01 -0.07
H 0.03 0.01 -0.05
H -0.07 0.04 0.11
H -0.01 0.00 0.06
S -0.27 -1.10 -0.63
C -0.01 0.56 0.33
N 0.11 0.42 0.18
C 0.05 -0.07 -0.04
C 0.03 -0.07 0.11
C -0.06 -0.12 -0.01
C -0.28 -0.17 -0.67
C 0.02 -0.07 -0.08
C -0.07 0.12 0.11
Si -0.63 0.57 1.39
C 0.69 0.37 -0.04
C 0.14 0.02 0.10
C -0.18 -0.04 -0.05
C -0.07 0.06 -0.08
C 0.03 -0.12 0.06
C 0.00 0.03 0.09
H 0.04 0.04 0.09
H 0.09 -0.09 0.03
H 0.09 0.02 -0.04
H -0.16 0.15 0.02
H -0.03 0.08 0.10
H 0.04 -0.10 -0.26
H -0.03 0.18 -0.12
H -0.15 -0.01 -0.07
H -0.12 0.02 0.05
H -0.06 -0.11 0.07
H 0.08 -0.07 0.11

lowest unoccupied orbital energy (alpha / beta) = -1.05 / -2.19 eV
relative energy (zero: lowest compared OMol25 entry of this formula, charge and spin) = 3.3 kcal/mol
HOMO-LUMO gap (alpha / beta) = 7.12 / 6.10 eV
multiplicity = 4
total energy = -4923.0575 hartree
HOMO energy (alpha / beta) = -8.171 / -8.290 eV

---

Density functional theory data (ωB97M-V/def2-TZVPD) for 2 unconnected molecules or ions with the total composition C4H8O2.

Each line ends with the Löwdin charge.
Element x y z (Å)
C 1.425385 0.648088 0.188253  -0.03
C 0.767840 -0.658932 -0.168000  -0.29
O 0.131401 -1.300333 0.985121  -0.04
C -1.121385 -1.176087 0.571803  -0.02
C -0.645650 -0.601008 -0.789837  -0.36
O -1.119351 0.561521 -1.390657  -0.01
H 0.731644 1.311578 0.716634  0.08
H 2.295127 0.480560 0.829578  0.09
H 1.756481 1.149962 -0.726983  0.09
H 1.471747 -1.365752 -0.617215  0.15
H -1.712968 0.931143 1.295989  0.09
H -1.906913 0.189978 1.335648  0.04
H -0.804179 -1.409099 -1.512569  0.15
H -1.269181 1.238378 -0.717760  0.07

Cartesian forces, eV/Å:
C -0.01 0.00 0.05
C 0.23 0.11 -0.16
O -0.14 -0.17 -0.01
C 0.17 -0.25 -0.17
C 0.07 -0.28 -0.07
O -0.10 0.10 0.19
H 0.08 -0.09 -0.08
H -0.11 0.02 -0.08
H -0.06 -0.08 0.13
H -0.03 0.13 -0.01
H -0.11 0.17 0.17
H -0.12 0.47 0.12
H 0.14 0.03 0.00
H 0.01 -0.16 -0.08

lowest unoccupied orbital energy = 0.70 eV
relative energy (zero: lowest compared OMol25 entry of this formula, charge and spin) = 123.2 kcal/mol
HOMO-LUMO gap = 9.33 eV
total energy = -307.5160 hartree
HOMO energy = -8.629 eV